(1)
{"formula": "C10H19NO3SSi", "method": "the ωB97M-V functional and the def2-TZVPD basis", "species": ["O", "O", "O", "S", "C", "C", "N", "C", "C", "C", "C", "C", "C", "C", "C", "Si", "H", "H", "H", "H", "H", "H", "H", "H", "H", "H", "H", "H", "H", "H", "H", "H", "H", "H", "H"], "coordinates": [[0.324, -0.859, -2.547], [0.635, -2.668, 0.815], [2.608, -3.042, -0.183], [-2.586, 2.321, -3.828], [-0.197, -0.182, -1.693], [1.583, -2.236, 0.198], [0.354, -0.140, -0.406], [-2.638, -0.368, -1.870], [-1.405, 1.053, -3.428], [0.367, -0.844, 3.384], [1.114, 2.238, 2.899], [-0.364, 0.416, 0.762], [2.343, -0.053, 1.088], [-1.454, 0.564, -2.008], [1.682, -0.757, -0.081], [0.868, 0.502, 2.162], [2.299, -3.974, -0.017], [-3.676, 1.773, -3.248], [-3.603, 0.092, -2.036], [-2.515, -1.208, -2.560], [-2.696, -0.837, -0.890], [-0.414, 1.472, -3.651], [-1.521, 0.246, -4.162], [-0.696, -0.725, 3.653], [1.026, -0.880, 4.233], [0.441, -1.807, 2.867], [1.467, 2.239, 3.898], [1.770, 2.849, 2.234], [0.119, 2.688, 2.825], [-0.722, 1.394, 0.476], [-1.215, -0.210, 1.031], [2.931, -0.730, 1.679], [3.022, 0.788, 0.798], [-1.477, 1.497, -1.391], [2.228, -0.614, -1.004]], "forces_ev_per_a": [[0.73, -0.51, -0.80], [0.20, -0.28, -0.40], [-0.78, -0.16, -0.03], [-0.69, 0.72, 0.10], [1.10, -0.77, 1.61], [-0.80, -0.75, 0.62], [-0.26, 0.14, 0.68], [-0.13, -0.83, 0.76], [0.96, -0.45, -1.31], [-0.24, 0.18, -0.77], [-0.46, -0.24, -2.04], [-0.05, 0.00, -0.98], [-0.10, 1.09, 0.46], [-0.24, 1.32, 0.64], [-0.10, 0.40, -2.11], [0.63, -0.11, 0.42], [0.39, 1.18, -0.02], [0.29, 0.07, -0.22], [-0.11, 0.25, -0.17], [0.00, 0.23, -0.14], [0.05, 0.10, 0.28], [-0.27, 0.13, 0.06], [0.06, -0.03, 0.45], [0.45, 0.05, 0.27], [0.02, 0.05, 0.65], [-0.02, 0.24, 0.05], [0.31, 0.09, 0.93], [-0.34, -0.48, 0.57], [0.07, 0.22, 0.38], [-0.32, 0.41, 0.17], [-0.12, -0.02, 0.01], [0.49, -0.49, 0.16], [-0.74, -0.67, 0.01], [-0.47, -0.89, -0.13], [0.49, -0.19, -0.17]], "mulliken_charge": [-0.6541, -0.5791, -0.4908, -0.2140, 0.0782, 0.1932, 0.2170, -1.3864, -0.8686, -1.0532, -1.1941, -0.8449, -0.9613, 0.7870, -0.0422, 0.2958, 0.3782, 0.1015, 0.3748, 0.3612, 0.3229, 0.3872, 0.3429, 0.3350, 0.3662, 0.3025, 0.3487, 0.3079, 0.3572, 0.5309, 0.2673, 0.4872, 0.3651, 0.2463, 0.5347], "spin_multiplicity": 1, "homo_ev": -8.94, "smiles": "C[C@H](CS)C(=O)N1C[Si](C)(C)C[C@H]1C(=O)O", "fmax_ev_per_a": 2.15}

=====

(2)
{"formula": "C10H19O12Zn2", "method": "the ωB97M-V functional and the def2-TZVPD basis", "species": ["Zn", "Zn", "C", "C", "O", "O", "H", "H", "H", "C", "C", "O", "O", "H", "H", "H", "C", "C", "O", "O", "H", "H", "H", "C", "C", "O", "O", "H", "H", "H", "C", "C", "O", "O", "H", "H", "H", "O", "H", "H", "O", "H", "H"], "coordinates": [[1.984, 0.030, -3.792], [0.474, -4.408, -0.359], [-1.398, 2.177, -2.136], [-2.342, 1.763, -3.233], [-2.553, 0.541, -3.407], [-2.977, 2.561, -3.962], [-1.080, 1.286, -1.592], [-2.029, 2.777, -1.473], [-0.487, 2.693, -2.430], [-2.402, -1.704, 0.939], [-2.228, -3.153, 0.470], [-3.191, -3.658, -0.092], [-1.139, -3.795, 0.738], [-2.821, -1.827, 1.940], [-3.075, -1.141, 0.302], [-1.449, -1.192, 1.067], [2.621, -1.410, 3.519], [3.605, -1.433, 4.672], [3.913, -2.492, 5.273], [3.908, -0.341, 5.225], [2.266, -2.433, 3.364], [3.104, -1.015, 2.628], [1.735, -0.842, 3.800], [-0.604, 2.937, 1.756], [-0.747, 4.098, 0.809], [0.316, 4.663, 0.457], [-1.884, 4.549, 0.519], [-1.502, 2.312, 1.769], [-0.454, 3.299, 2.773], [0.185, 2.213, 1.542], [1.296, -0.768, 0.329], [1.037, -1.341, -1.059], [0.951, -0.591, -2.054], [0.659, -2.556, -1.117], [2.273, -0.283, 0.315], [1.336, -1.514, 1.115], [0.505, -0.033, 0.472], [-1.447, -2.146, -3.457], [-1.002, -2.388, -2.638], [-0.829, -2.396, -4.150], [1.885, 1.967, -3.109], [1.688, 2.169, -2.178], [1.896, 2.825, -3.557]], "forces_ev_per_a": [[-0.81, -0.32, 0.67], [-2.33, 2.75, 1.01], [-0.59, -0.26, 0.45], [0.07, -0.05, -0.64], [0.14, -0.29, -0.02], [0.46, 0.16, 0.37], [-0.12, -0.08, 0.00], [0.50, 0.34, 0.19], [-0.37, 0.41, -0.30], [0.89, -0.67, 0.69], [-2.61, 0.24, -1.62], [0.76, 0.05, 0.20], [3.13, -1.07, -0.01], [-0.16, 0.34, 0.00], [-0.05, -0.21, -0.07], [0.01, 0.02, -0.07], [0.13, -0.76, -0.05], [-0.23, 0.69, 3.08], [-0.10, -0.78, -1.36], [0.00, 0.35, -1.32], [0.18, -0.09, -0.30], [-0.18, 0.12, -0.06], [0.22, 0.39, -0.06], [-0.74, -1.33, 0.37], [-0.04, 0.99, 0.08], [0.32, -0.18, -0.49], [0.31, -0.64, 0.03], [-0.25, 0.31, 0.04], [0.08, 0.11, -0.05], [0.43, 0.50, -0.22], [0.70, -0.06, -1.02], [-0.96, -0.01, 1.18], [1.04, 0.29, -0.42], [0.49, -1.70, -0.63], [-0.15, 0.34, 0.07], [-0.36, -0.06, -0.09], [0.14, 0.11, 0.30], [0.03, -0.33, -0.11], [0.05, 0.12, 0.03], [-0.01, 0.03, 0.00], [0.11, 0.58, 0.34], [-0.12, -0.22, -0.02], [0.00, -0.15, -0.17]], "mulliken_charge": [0.2424, 0.5366, -0.0868, 0.4717, -0.4779, -0.6119, -0.0474, 0.1928, 0.1514, -0.5311, 0.6532, -0.5823, -0.5539, 0.3384, 0.2545, 0.0167, -0.5245, 0.4215, -0.6671, -0.6428, 0.2617, 0.1242, 0.3094, -0.6386, 0.6828, -0.6686, -0.6536, 0.2456, 0.3292, 0.0430, -0.3904, 0.5739, -0.2412, -0.2104, 0.4443, 0.2374, -0.2363, -0.5320, 0.2071, 0.2688, -0.3480, 0.3317, 0.3067], "spin_multiplicity": 1, "homo_ev": -4.82, "total_charge": -1, "fmax_ev_per_a": 3.74}

=====

(3)
{"formula": "C10H19O3S2", "method": "the ωB97M-V functional and the def2-TZVPD basis", "species": ["O", "H", "C", "S", "O", "C", "H", "H", "H", "H", "H", "H", "C", "S", "O", "C", "H", "H", "H", "H", "H", "H", "C", "C", "C", "C", "C", "C", "H", "H", "H", "H", "H", "H"], "coordinates": [[32.661, 22.821, 9.458], [32.576, 23.106, 8.564], [31.538, 26.161, 7.657], [32.623, 25.920, 9.100], [33.840, 26.796, 8.853], [31.575, 26.795, 10.169], [31.236, 27.187, 7.430], [30.726, 25.860, 7.754], [31.921, 25.779, 6.835], [31.432, 27.804, 9.832], [32.027, 26.855, 11.172], [30.546, 26.338, 10.147], [35.992, 22.417, 10.160], [35.840, 23.896, 9.329], [37.247, 24.445, 9.201], [35.417, 23.108, 7.785], [35.020, 22.308, 10.635], [36.554, 22.550, 11.079], [36.661, 21.601, 9.735], [34.535, 22.579, 7.976], [36.270, 22.640, 7.402], [35.313, 23.971, 7.124], [30.059, 23.812, 3.646], [29.010, 22.638, 3.252], [29.213, 21.459, 3.863], [30.014, 21.227, 4.936], [30.841, 22.324, 5.477], [30.884, 23.718, 4.749], [29.988, 24.759, 3.167], [28.197, 23.040, 2.749], [28.511, 20.686, 3.575], [29.985, 20.427, 5.729], [31.486, 22.036, 6.281], [31.567, 24.354, 5.027]], "forces_ev_per_a": [[0.30, -0.62, 1.04], [-0.24, 0.42, -1.15], [9.87, 7.06, 1.51], [1.63, 0.11, -1.64], [-1.06, -0.44, 0.23], [-1.74, 0.43, 1.28], [1.10, 0.71, 0.28], [-12.95, -6.16, 2.29], [2.30, -1.92, -3.70], [0.18, 0.69, -0.37], [-0.36, -0.39, -0.32], [1.13, 0.07, 0.43], [1.34, -1.92, 2.45], [1.23, 1.44, -0.51], [-0.52, -0.12, -0.29], [0.45, 2.88, -0.24], [-0.65, -1.38, -0.93], [0.48, 0.99, 0.27], [-1.72, 0.64, -0.29], [-1.39, -1.03, 0.00], [1.25, -1.41, -0.20], [-0.67, -0.06, -0.19], [-2.43, -2.95, 0.87], [5.56, 4.71, 2.38], [-2.90, -1.18, -1.16], [3.93, 3.19, 4.67], [-1.79, 0.51, -3.97], [-4.13, -8.56, -0.86], [-0.17, 0.52, -0.68], [-1.30, -0.26, -1.51], [-0.10, -0.34, 0.07], [-0.20, 0.17, -1.84], [0.21, 0.52, 0.63], [3.35, 3.67, 1.47]], "mulliken_charge": [-0.9312, -0.0471, -1.6359, 0.8928, -0.6934, -1.1236, 0.5316, 0.8938, 0.1565, 0.3651, 0.3158, 0.2996, -1.0060, 0.6597, -0.7684, -1.0133, 0.3693, 0.3815, 0.2793, 0.2971, 0.5181, 0.2633, -0.5067, -0.5152, -0.1925, -0.4778, -0.0761, -0.6156, 0.3689, 0.3903, 0.2922, 0.2818, 0.3591, 0.6869], "spin_multiplicity": 1, "homo_ev": -3.15, "total_charge": -1, "de_lowest_kj_mol": 174.9, "fmax_ev_per_a": 14.52}

=====

(4)
{"formula": "C10H19PSi", "method": "the ωB97M-V functional and the def2-TZVPD basis", "species": ["C", "C", "C", "C", "C", "C", "C", "C", "C", "C", "Si", "P", "H", "H", "H", "H", "H", "H", "H", "H", "H", "H", "H", "H", "H", "H", "H", "H", "H", "H", "H"], "coordinates": [[0.188, -0.582, -1.801], [1.419, -1.136, -1.560], [0.966, 0.591, 0.054], [-0.121, 0.568, -0.922], [1.983, -0.684, -0.274], [3.348, -0.026, -0.665], [2.094, -1.728, 0.865], [-2.343, 2.302, 0.176], [-1.595, -0.295, 1.807], [-3.194, -0.646, -0.703], [-1.810, 0.478, 0.018], [1.108, 1.697, 1.362], [-0.276, -0.435, -2.787], [1.793, -1.929, -2.117], [-0.408, 1.444, -1.593], [3.273, 0.393, -1.665], [4.124, -0.707, -0.594], [3.562, 0.821, 0.012], [2.787, -2.478, 0.614], [1.004, -2.093, 1.005], [2.474, -1.237, 1.831], [-3.444, 2.321, 0.407], [-1.903, 2.739, 1.092], [-2.145, 2.946, -0.675], [-1.431, -1.342, 1.692], [-0.787, 0.124, 2.427], [-2.521, -0.231, 2.450], [-3.148, -0.574, -1.793], [-3.184, -1.498, -0.191], [-4.202, -0.220, -0.530], [2.387, 1.416, 2.057]], "forces_ev_per_a": [[2.27, 0.72, -1.62], [-4.17, 0.45, 0.75], [2.58, -0.38, 1.88], [-1.94, 0.02, -0.29], [0.35, 2.67, 0.38], [-1.66, 1.67, 0.97], [-2.38, 2.24, 1.09], [-1.07, -0.48, 1.11], [-0.84, 1.31, 0.20], [-0.25, 5.35, -1.93], [-0.81, -0.08, 1.85], [0.37, -0.22, -0.78], [-0.04, -1.32, 0.27], [0.95, -1.14, -1.03], [1.03, -0.54, 1.04], [0.12, -0.05, -0.10], [1.65, -1.47, -0.08], [0.02, -0.47, -0.19], [0.61, -1.26, -0.43], [2.01, 0.10, 0.13], [-0.72, -0.60, -1.35], [0.81, -0.01, -0.45], [0.17, -0.12, -0.54], [0.04, 0.02, -0.09], [0.34, -1.01, -0.13], [-0.32, -0.18, -0.43], [0.61, 0.16, -0.89], [0.23, -1.11, 0.00], [0.32, -4.07, 1.21], [0.52, 0.21, 0.36], [-0.82, -0.43, -0.87]], "mulliken_charge": [-0.7085, -1.4308, -0.6703, 0.7965, 1.6368, -1.6936, -1.3645, -1.0436, -1.0881, -1.2353, 0.3293, 0.0214, 0.3746, 0.5449, 0.3156, 0.4007, 0.5063, 0.3595, 0.5062, 0.2138, 0.2614, 0.2820, 0.3143, 0.3674, 0.3317, 0.3013, 0.3328, 0.3705, 0.3379, 0.3421, -0.0125], "spin_multiplicity": 1, "homo_ev": -8.06, "de_lowest_kj_mol": 48.2, "smiles": "[H]/P=C1/[C@H]([Si](C)(C)C)C=CC1(C)C", "fmax_ev_per_a": 5.69}

=====

Here are the calculated E_tot numbers, same order: -1360.643394, -4853.730928, -1414.266522, -1023.179962 (Ha).
Here are the calculated molecular weight numbers, same order: 261.42, 462.03, 251.39, 198.32 (Da).
Here are the calculated orbital gap numbers, same order: 0.350, 0.060, 0.219, 0.306 (Ha).